[1]
The following is a quantum chemistry calculation of one molecule with the formula C3H7NOSi in a non-equilibrium geometry, from OMol25.

Last column: natural (NBO) charge in e.
Cartesian coordinates (Å):
C  -0.898  -1.448  -0.073  -0.643
C  -0.835  -0.083  -0.600  0.027
C  -1.302  1.056  0.045  0.236
N  -1.696  1.897  0.746  -0.244
O  0.842  0.319  -0.854  -0.974
Si  1.806  0.823  0.321  1.205
H  -1.674  -1.916  -0.626  0.233
H  0.028  -2.000  -0.224  0.262
H  -1.100  -1.486  0.998  0.231
H  -0.911  -0.055  -1.660  0.258
H  2.248  -0.468  0.928  -0.205
H  0.890  1.560  1.362  -0.206
H  2.603  1.803  -0.364  -0.181

Results
HOMO-LUMO gap in eV: 10.6511
SMILES: C[C@@H](C#N)O[SiH3]
M in g/mol: 101.18
E_HOMO in eV: -10.5
Max |F| in eV Å⁻¹: 6.12
Net charge: 0
Energy above the lowest of the compared OMol25 structures with the same formula, charge and spin in kcal/mol: 43.6

[2]
The following is a quantum chemistry calculation of one molecule with the formula C3H7NS in a non-equilibrium geometry, from OMol25.

Last column: natural (NBO) charge in e.
Cartesian coordinates (Å):
S  1.603  0.846  -0.873  -0.034
C  1.019  -0.078  0.526  -0.559
C  -0.353  -0.593  0.407  -0.107
C  -1.455  0.140  -0.257  -0.272
N  -0.795  -0.998  -0.914  -0.570
H  1.390  2.094  -0.337  0.135
H  1.717  -0.918  0.567  0.225
H  1.212  0.424  1.482  0.235
H  -0.566  -1.351  1.179  0.197
H  -2.431  -0.060  0.138  0.199
H  -1.332  1.182  -0.372  0.198
H  -0.008  -0.686  -1.546  0.353

Results
HOMO-LUMO gap in eV: 10.1346
SMILES: SC[C@H]1CN1
M in g/mol: 89.16
E_HOMO in eV: -9.4
Max |F| in eV Å⁻¹: 1.90
Net charge: 0
Energy above the lowest of the compared OMol25 structures with the same formula, charge and spin in kcal/mol: 32.8

[3]
The following is a quantum chemistry calculation of a 4-piece molecular cluster, C3H7NS overall in a non-equilibrium geometry, from OMol25.

Last column: natural (NBO) charge in e.
Cartesian coordinates (Å):
C  -1.009  0.980  1.661  -0.551
C  0.256  0.467  0.944  -0.737
C  0.873  -1.126  -2.526  0.004
H  -2.385  0.243  0.901  0.210
H  -0.935  2.223  1.192  0.252
H  -0.734  0.140  3.200  0.188
H  1.144  1.054  0.724  0.249
H  0.672  -0.272  1.733  0.202
H  1.735  -1.117  -3.128  0.159
H  0.021  -2.718  -2.420  0.145
N  0.774  0.173  -1.755  -0.593
S  -0.410  -0.047  -0.525  0.471

Results
HOMO-LUMO gap in eV: 7.6533
M in g/mol: 89.16
E_HOMO in eV: -8.3
Max |F| in eV Å⁻¹: 9.08
Net charge: 0
Energy above the lowest of the compared OMol25 structures with the same formula, charge and spin in kcal/mol: 298.6

[4]
The following is a quantum chemistry calculation of one molecule with the formula C3H7NS in a non-equilibrium geometry, from OMol25.

Last column: natural (NBO) charge in e.
Cartesian coordinates (Å):
C  2.499  -0.474  -0.409  -0.660
C  1.079  -0.027  0.672  -0.492
C  0.230  1.128  0.014  0.084
N  -0.898  0.948  -0.314  -0.525
S  -1.563  -0.600  0.017  0.117
H  2.801  0.283  -1.307  0.228
H  2.257  -1.607  -0.821  0.221
H  3.603  -0.654  0.168  0.217
H  1.712  0.250  1.762  0.245
H  0.394  -1.030  0.819  0.234
H  0.509  2.211  0.231  0.192
H  -2.831  -0.249  -0.589  0.140

Results
HOMO-LUMO gap in eV: 9.9041
SMILES: CC/C=N\S
M in g/mol: 89.16
E_HOMO in eV: -9.1
Max |F| in eV Å⁻¹: 8.42
Net charge: 0
Energy above the lowest of the compared OMol25 structures with the same formula, charge and spin in kcal/mol: 97.1

[5]
The following is a quantum chemistry calculation of one molecule with the formula C3H7NSi in a non-equilibrium geometry, from OMol25.

Last column: natural (NBO) charge in e.
Cartesian coordinates (Å):
C  -1.204  -1.030  -0.206  -0.610
C  -0.746  0.239  0.433  -0.846
Si  0.871  1.072  -0.083  1.042
C  2.361  -0.050  0.073  -0.137
N  3.226  -0.800  0.124  -0.284
H  -2.100  -1.580  0.234  0.225
H  -1.515  -0.711  -1.292  0.197
H  -0.404  -1.827  -0.451  0.220
H  -0.849  -0.072  1.420  0.244
H  -1.432  0.978  0.374  0.228
H  1.095  2.500  0.842  -0.114
H  0.697  1.280  -1.469  -0.163

Results
HOMO-LUMO gap in eV: 11.9715
SMILES: CC[SiH2]C#N
M in g/mol: 85.18
E_HOMO in eV: -11.3
Max |F| in eV Å⁻¹: 4.96
Net charge: 0
Energy above the lowest of the compared OMol25 structures with the same formula, charge and spin in kcal/mol: 23.8

[6]
The following is a quantum chemistry calculation of C3H7NaO5 as an isolated structure in a non-equilibrium geometry, from OMol25.

Last column: natural (NBO) charge in e.
Cartesian coordinates (Å):
O  -0.339  -0.320  2.112  -0.358
C  -0.921  0.336  1.090  -0.160
C  -0.603  -0.244  -0.276  -0.099
O  -1.497  0.346  -1.209  -0.499
C  -1.444  -0.119  -2.449  0.980
O  -0.708  -0.991  -2.838  -0.630
O  -2.337  0.527  -3.180  -0.655
H  3.452  1.100  2.375  0.509
H  -0.661  1.416  1.179  0.255
H  -2.019  0.356  1.297  0.262
H  -0.739  -1.334  -0.265  0.207
H  0.433  -0.011  -0.556  0.191
H  -2.340  0.170  -4.077  0.513
Na  1.898  -1.347  2.810  0.987
O  3.557  0.136  2.308  -1.012
H  4.269  -0.021  1.679  0.509

Results
HOMO-LUMO gap (spin up / spin down) in eV: 9.5113 / 7.5768
M in g/mol: 146.07
Multiplicity: 2
E_HOMO (spin up / spin down) in eV: -13.7 / -13.7
⟨S²⟩: 0.754
Max |F| in eV Å⁻¹: 1.25
Net charge: +1
Energy above the lowest of the compared OMol25 structures with the same formula, charge and spin in kcal/mol: 0.0

[7]
The following is a quantum chemistry calculation of an isolated ion of composition C3H7O and charge -1, from OMol25.

Last column: natural (NBO) charge in e.
Cartesian coordinates (Å):
C  0.040  0.825  1.028  -0.614
C  0.259  -0.470  0.261  -0.444
C  -0.233  -0.470  -1.223  0.016
O  0.036  -1.597  -1.872  -0.953
H  -0.935  1.261  0.794  0.188
H  0.093  0.673  2.108  0.179
H  0.775  1.597  0.803  0.183
H  -0.254  -1.300  0.752  0.173
H  1.311  -0.764  0.191  0.182
H  0.240  0.450  -1.679  0.045
H  -1.333  -0.205  -1.163  0.044

Results
HOMO-LUMO gap in eV: 6.4512
SMILES: CCC[O-]
M in g/mol: 59.09
E_HOMO in eV: -2.0
Max |F| in eV Å⁻¹: 0.56
Net charge: -1
Energy above the lowest of the compared OMol25 structures with the same formula, charge and spin in kcal/mol: 8.6

[8]
The following is a quantum chemistry calculation of a 2-piece molecular cluster, C3H7O overall in a non-equilibrium geometry, from OMol25.

Last column: natural (NBO) charge in e.
Cartesian coordinates (Å):
C  0.425  -0.240  1.795  0.239
O  0.155  1.010  1.598  -0.821
C  -0.385  -1.319  2.150  -0.778
C  -0.058  0.983  -2.285  -0.866
H  1.435  -0.649  1.389  0.042
H  -1.508  -1.268  2.360  0.162
H  0.086  -2.290  2.046  0.161
H  -0.526  1.883  -2.627  0.197
H  0.898  0.806  -2.845  0.190
H  0.171  0.999  -1.228  0.266
H  -0.695  0.084  -2.354  0.209

Results
HOMO-LUMO gap in eV: 6.3556
M in g/mol: 59.09
E_HOMO in eV: -2.1
Max |F| in eV Å⁻¹: 1.88
Net charge: -1
Energy above the lowest of the compared OMol25 structures with the same formula, charge and spin in kcal/mol: 7.3

[9]
The following is a quantum chemistry calculation of C3H7O2 as an isolated structure in a non-equilibrium geometry, from OMol25.

Last column: natural (NBO) charge in e.
Cartesian coordinates (Å):
C  -1.326  -1.102  0.711  0.260
O  -2.390  -0.699  1.173  -0.513
H  -0.436  -0.786  1.268  0.133
H  -1.129  -1.391  -0.356  0.118
H  -6.604  -2.119  1.707  -0.004
C  2.344  1.905  -1.139  -0.272
C  1.925  0.528  -1.023  0.249
O  1.134  -0.060  -0.156  -0.513
H  2.372  2.138  -2.199  0.196
H  2.026  2.675  -0.410  0.207
H  2.316  -0.186  -1.813  0.135
H  -6.152  -2.249  2.362  0.004

Results
HOMO-LUMO gap (spin up / spin down) in eV: 10.3809 / 7.2501
M in g/mol: 75.09
Multiplicity: 2
E_HOMO (spin up / spin down) in eV: -9.5 / -9.5
⟨S²⟩: 0.779
Max |F| in eV Å⁻¹: 5.24
Net charge: 0
Energy above the lowest of the compared OMol25 structures with the same formula, charge and spin in kcal/mol: 63.0

[10]
The following is a quantum chemistry calculation of a 2-piece molecular cluster, C3H7O2P overall in a non-equilibrium geometry, from OMol25.

Last column: natural (NBO) charge in e.
Cartesian coordinates (Å):
C  -0.652  0.501  -0.702  0.056
C  -1.107  -0.885  -0.600  0.299
C  0.690  1.109  1.360  -0.674
O  0.059  -0.525  -1.331  -0.480
O  -2.215  -1.337  -1.194  -0.693
P  1.630  -0.374  0.944  0.291
H  -1.151  1.362  -1.149  0.197
H  -0.938  -1.370  0.264  0.156
H  -0.173  1.122  1.873  0.185
H  0.801  2.021  0.818  0.201
H  -1.961  -1.590  -2.118  0.490
H  2.595  -0.312  1.988  -0.027
H  2.422  0.277  -0.154  -0.002

Results
HOMO-LUMO gap (spin up / spin down) in eV: 8.5657 / 8.4664
M in g/mol: 106.06
E_HOMO (spin up / spin down) in eV: -8.4 / -8.1
Max |F| in eV Å⁻¹: 4.21
Net charge: 0
Energy above the lowest of the compared OMol25 structures with the same formula, charge and spin in kcal/mol: 150.1